Record 1
Molecular formula: C3H6O2
Method: DFT, ωB97M-V/def2-TZVPD

- structure (SMILES) = O=CO.C=C
- energy relative to the best compared isomer or geometry (same formula, charge and spin) (kJ/mol) = 227.9
- total charge = 0
- 2S+1 = 1
- Kohn-Sham gap (eV) = 10.850

Last column: Löwdin charge in e.
Cartesian coordinates (Å):
O (1.183, 2.091, -0.068)  0.082
C (1.821, 1.562, 0.811)  -0.292
O (1.818, 0.145, 0.866)  0.006
H (2.433, 2.020, 1.583)  0.130
H (1.049, -0.096, 1.344)  0.058
C (-1.248, -0.677, -1.387)  -0.078
C (-1.550, -1.287, -0.246)  -0.111
H (-1.690, 0.257, -1.588)  0.035
H (-0.579, -1.125, -2.107)  0.049
H (-2.287, -0.809, 0.413)  0.036
H (-0.948, -2.081, 0.379)  0.085

***

Record 2
Molecular formula: C24H33FN4O4S
Method: DFT, ωB97M-V/def2-TZVPD

- energy relative to the best compared isomer or geometry (same formula, charge and spin) (kJ/mol) = 2567.5
- total charge = 0
- 2S+1 = 1
- Kohn-Sham gap (eV) = 7.572

Last column: Löwdin charge in e.
Cartesian coordinates (Å):
C (-3.292, 2.749, -3.953)  -0.151
H (-3.943, 2.771, -4.829)  0.098
H (-3.750, 3.057, -3.112)  0.048
H (-3.285, 1.610, -3.821)  0.122
C (-2.108, 3.223, -4.347)  -0.273
N (-1.131, 3.201, -3.090)  -0.155
C (-1.333, 4.341, -2.023)  -0.086
H (-0.590, 4.908, -2.299)  0.060
C (-1.051, 3.485, -0.780)  -0.139
N (-1.882, 2.279, -0.590)  0.114
C (-1.702, 1.547, 0.476)  -0.565
O (-1.420, 1.903, 1.441)  0.242
C (-2.710, 0.116, 0.221)  -0.046
C (-2.731, -0.493, 1.680)  -0.058
C (-3.128, -2.060, 1.431)  -0.180
N (-2.042, -2.528, 0.832)  -0.295
S (-0.932, -3.214, 1.735)  0.789
O (-1.359, -4.073, 2.675)  -0.238
O (0.240, -3.926, 0.761)  -0.408
C (0.077, -1.867, 2.627)  -0.183
C (1.000, -1.164, 2.024)  -0.290
C (1.809, -0.918, 0.858)  -0.035
C (2.460, 0.011, 0.448)  -0.028
C (3.096, 0.264, -0.800)  -0.155
C (3.456, 1.156, -1.535)  -0.222
C (4.002, 1.481, -2.518)  -0.113
C (4.154, 0.478, -3.317)  -0.087
C (4.140, -0.925, -2.855)  0.026
C (3.348, -0.849, -1.640)  0.020
H (3.078, -1.940, -1.227)  0.157
H (4.354, -1.776, -3.470)  0.094
H (4.807, 0.491, -4.369)  0.171
H (4.276, 2.529, -2.870)  0.200
F (2.881, 2.512, -0.699)  -0.186
H (2.319, 0.919, 1.027)  0.155
H (1.723, -2.027, 0.301)  0.177
O (1.316, -0.431, 3.011)  -0.039
N (0.671, -0.368, 4.378)  0.266
C (-0.169, -1.521, 3.907)  -0.362
C (-1.038, -1.956, 4.859)  -0.095
H (-2.183, -1.401, 4.984)  0.165
H (-0.664, -1.727, 5.947)  0.126
H (-1.434, -3.004, 4.595)  0.093
C (-1.920, -2.052, -0.535)  -0.187
H (-0.916, -2.727, -1.064)  0.207
C (-1.548, -0.747, -0.378)  -0.210
H (-0.597, -0.517, 0.092)  0.118
H (-1.523, -0.306, -1.387)  0.126
H (-2.640, -2.426, -1.168)  0.110
H (-3.050, -2.347, 2.447)  0.102
H (-4.004, -2.217, 0.987)  0.102
H (-1.945, -0.359, 2.283)  0.048
H (-3.685, -0.195, 2.152)  0.123
H (-3.493, 0.284, -0.203)  0.034
H (-2.085, 1.933, -1.361)  0.002
H (0.121, 3.410, -0.310)  0.188
H (-1.483, 4.194, 0.036)  0.130
H (-2.257, 4.580, -2.167)  0.052
C (0.421, 2.816, -3.358)  -0.271
C (0.574, 1.490, -3.419)  -0.149
H (1.489, 1.127, -4.027)  0.102
H (-0.088, 1.090, -4.442)  0.152
H (0.323, 0.680, -2.862)  0.030
H (0.698, 3.655, -4.271)  0.195
H (0.828, 3.149, -2.480)  0.046
H (-2.046, 4.382, -4.482)  0.152
H (-1.523, 2.839, -5.058)  0.060

***

Summary of strongest force on any atom in Eh/bohr
0.0643 0.3603
(order as listed above)
Summary of total energy in eV
-7301.316 -53098.645
(order as listed above)